# 1
Here is C29H29AgCl5N2Sb as an isolated structure from the OMol25 dataset. Energies are from ωB97M-V/def2-TZVPD.

Total charge ... 0
2S+1 ... 1
Energy ... -3920.1466 Eh
Orbital gap ... 0.2876 Ha
LUMO ... 0.348 eV
Energy above the lowest of the compared OMol25 structures with the same formula, charge and spin ... 0.0 kcal/mol

Cartesian coordinates (Å):
Ag1 0.02 0.01 0.22
N1 1.60 0.59 -1.57
C1 1.43 1.95 -2.10
C2 -0.04 2.35 -2.13
N2 -0.56 2.34 -0.77
H1 2.56 0.43 -1.29
H2 1.43 -0.10 -2.30
H3 1.85 2.06 -3.10
H4 1.96 2.64 -1.44
H5 -0.60 1.62 -2.72
H6 -0.13 3.32 -2.63
H7 -1.56 2.54 -0.74
H8 -0.11 3.05 -0.21
Cl1 -2.23 -2.60 1.29
C3 -1.91 -1.34 2.47
C4 -1.17 -0.23 2.08
C5 -1.06 0.75 3.07
Cl2 -0.12 2.19 2.71
C6 -1.62 0.66 4.34
Cl3 -1.46 1.94 5.49
C7 -2.33 -0.49 4.68
Cl4 -3.00 -0.66 6.26
C8 -2.48 -1.50 3.74
Cl5 -3.34 -2.93 4.17
C9 1.42 -4.15 2.61
C10 1.88 -5.06 1.49
C11 2.45 -6.29 1.81
C12 2.88 -7.16 0.82
C13 2.75 -6.80 -0.52
C14 2.18 -5.58 -0.85
C15 1.74 -4.71 0.15
Sb1 0.82 -2.86 -0.45
C16 2.27 -2.54 -2.02
C17 1.96 -2.74 -3.36
C18 2.91 -2.50 -4.36
C19 4.18 -2.08 -4.00
C20 4.49 -1.88 -2.66
C21 3.55 -2.10 -1.66
C22 3.93 -1.89 -0.21
C23 -0.76 -3.73 -1.63
C24 -1.10 -5.07 -1.44
C25 -2.21 -5.62 -2.06
C26 -3.01 -4.83 -2.87
C27 -2.69 -3.50 -3.06
C28 -1.59 -2.92 -2.43
C29 -1.32 -1.45 -2.61
H9 1.96 -4.35 3.53
H10 0.35 -4.29 2.81
H11 1.56 -3.10 2.36
H12 2.56 -6.57 2.85
H13 3.32 -8.11 1.09
H14 3.10 -7.47 -1.30
H15 2.08 -5.31 -1.89
H16 0.98 -3.10 -3.64
H17 2.66 -2.66 -5.40
H18 4.93 -1.90 -4.76
H19 5.49 -1.56 -2.39
H20 4.93 -1.46 -0.13
H21 3.93 -2.84 0.33
H22 3.23 -1.23 0.30
H23 -0.49 -5.70 -0.80
H24 -2.46 -6.66 -1.89
H25 -3.89 -5.25 -3.35
H26 -3.32 -2.88 -3.69
H27 -2.05 -1.00 -3.28
H28 -0.33 -1.27 -3.02
H29 -1.39 -0.93 -1.64

Formally, the natural (NBO) partial charges of the atoms, in units of the elementary charge, are as follows: 0.699, -0.872, -0.226, -0.228, -0.859, 0.386, 0.385, 0.189, 0.192, 0.191, 0.181, 0.380, 0.372, -0.002, -0.082, -0.478, 0.031, -0.039, -0.140, 0.038, -0.092, 0.047, -0.095, 0.037, -0.640, -0.037, -0.208, -0.196, -0.245, -0.151, -0.384, 1.114, -0.375, -0.248, -0.212, -0.211, -0.210, -0.047, -0.653, -0.411, -0.216, -0.216, -0.200, -0.235, 0.066, -0.663, 0.221, 0.234, 0.222, 0.210, 0.214, 0.214, 0.205, 0.220, 0.215, 0.215, 0.209, 0.222, 0.238, 0.219, 0.222, 0.216, 0.214, 0.205, 0.222, 0.207, 0.218



# 2
Here is C29H29B2F4N8OPdS3 as an isolated structure from the OMol25 dataset. Energies are from ωB97M-V/def2-TZVPD.

⟨S²⟩ ... 8.788
Total charge ... +2
2S+1 ... 6
Energy ... -3406.9217 Eh
Orbital gap (spin up / spin down) ... 0.2491 / 0.1304 Ha
LUMO (spin up / spin down) ... -6.420 / -9.646 eV
Energy above the lowest of the compared OMol25 structures with the same formula, charge and spin ... 48.7 kcal/mol

Cartesian coordinates (Å):
Pd1 0.21 -0.19 -0.30
C1 -2.30 0.74 -2.71
C2 -2.61 -0.27 -1.65
C3 -3.72 -1.09 -1.53
C4 -3.54 -1.81 -0.37
N1 -2.39 -1.44 0.20
N2 -1.83 -0.49 -0.58
B1 -1.73 -1.90 1.54
N3 -1.36 -0.60 2.32
C5 -1.62 -0.17 3.57
C6 -1.04 1.06 3.75
C7 -0.40 1.35 2.54
C8 0.44 2.53 2.21
N4 -0.61 0.34 1.69
N5 -0.35 -2.58 1.25
C9 0.03 -3.86 1.35
C10 1.40 -3.94 1.16
C11 1.84 -2.65 0.92
C12 3.24 -2.17 0.71
N6 0.77 -1.82 1.02
N7 -2.68 -2.84 2.21
C13 -3.53 -2.78 3.27
C14 -4.24 -3.94 3.31
C15 -3.78 -4.69 2.21
C16 -4.23 -6.05 1.76
N8 -2.86 -4.03 1.54
H1 -3.17 1.38 -2.87
H2 -1.45 1.35 -2.43
H3 -2.06 0.24 -3.65
H4 -4.56 -1.14 -2.21
H5 -4.15 -2.57 0.10
H6 -2.17 -0.76 4.27
H7 -1.05 1.67 4.64
H8 -0.07 3.45 2.52
H9 1.40 2.50 2.74
H10 0.63 2.57 1.15
H11 -0.70 -4.61 1.59
H12 2.02 -4.82 1.22
H13 3.92 -2.85 1.23
H14 3.51 -2.16 -0.34
H15 3.38 -1.17 1.12
H16 -3.63 -1.93 3.92
H17 -4.99 -4.23 4.03
H18 -4.89 -6.50 2.50
H19 -4.77 -5.99 0.82
H20 -3.38 -6.71 1.61
F1 2.05 -0.92 -1.65
B2 1.06 -1.51 -2.57
F2 1.69 -2.18 -3.57
F3 0.21 -2.27 -1.75
F4 0.32 -0.39 -3.03
O1 0.59 1.74 -1.03
C17 1.62 2.58 -1.39
C18 1.00 3.94 -1.05
C19 1.50 5.04 -0.33
C20 0.56 6.02 -0.17
C21 -0.70 5.66 -0.74
S1 -0.71 4.15 -1.44
C22 2.93 2.40 -0.66
C23 3.22 1.53 0.35
C24 4.59 1.57 0.73
C25 5.31 2.45 -0.01
S2 4.34 3.25 -1.17
C26 1.93 2.44 -2.87
C27 1.74 3.33 -3.91
C28 2.19 2.83 -5.11
C29 2.77 1.52 -4.97
S3 2.72 0.95 -3.43
H21 2.52 5.10 0.04
H22 0.73 6.97 0.31
H23 -1.60 6.26 -0.74
H24 2.49 0.89 0.83
H25 5.02 0.97 1.52
H26 6.37 2.67 0.06
H27 1.29 4.31 -3.80
H28 2.13 3.35 -6.06
H29 3.21 0.93 -5.76

Formally, the Mulliken partial charges of the atoms, in units of the elementary charge, are as follows: 0.287, -1.014, 0.440, -1.784, 0.195, 1.194, -0.166, 0.598, 0.611, 0.340, -2.083, 0.357, -0.928, 0.340, 1.502, -0.057, -1.597, 0.823, -1.246, -0.851, 0.481, -0.084, -1.216, 0.755, -1.207, -1.272, 0.461, -0.228, 0.263, 0.506, 0.519, 0.501, 0.511, 0.522, 0.308, -0.189, 0.683, 0.532, 0.494, 0.132, 0.107, 0.434, 0.472, 0.372, 0.275, 0.302, -0.283, 0.234, -0.257, -0.227, -0.274, 0.212, 3.400, -1.025, -0.482, -0.592, -0.420, 0.201, -0.638, -0.607, -0.913, -0.705, 0.068, -0.779, -0.816, -0.566, -0.434, 0.346, 0.650, 0.500, 0.517, 0.853, 0.490, 0.510, 0.621, 0.500, 0.519



# 3
Here is C29H29BrN8O7P2Ta as an isolated structure from the OMol25 dataset. Energies are from ωB97M-V/def2-TZVPD.

Total charge ... +3
2S+1 ... 1
Energy ... -5400.5222 Eh
Orbital gap ... 0.2231 Ha
LUMO ... -9.001 eV
Energy above the lowest of the compared OMol25 structures with the same formula, charge and spin ... 0.0 kcal/mol

Cartesian coordinates (Å):
Ta1 0.29 0.57 0.04
Br1 -3.99 -3.41 -4.50
C1 -3.05 -2.59 -3.11
C2 -2.62 -3.35 -2.01
C3 -1.93 -2.77 -0.96
C4 -1.65 -1.42 -1.01
O1 -1.00 -0.82 0.01
C5 -2.08 -0.63 -2.09
C6 -1.93 0.78 -2.07
N1 -1.19 1.46 -1.23
C7 -1.32 2.89 -1.16
C8 -1.89 3.71 -2.09
C9 -2.04 5.08 -1.82
C10 -1.64 5.61 -0.63
C11 -1.01 4.79 0.34
C12 -0.57 5.25 1.60
C13 0.05 4.38 2.46
C14 0.25 3.06 2.06
N2 -0.18 2.57 0.90
C15 -0.83 3.43 0.04
C16 -2.81 -1.24 -3.14
H1 -2.83 -4.41 -1.99
H2 -1.61 -3.36 -0.11
H3 -2.52 1.34 -2.80
H4 -2.24 3.33 -3.05
H5 -2.51 5.72 -2.57
H6 -1.79 6.66 -0.41
H7 -0.73 6.29 1.87
H8 0.39 4.67 3.45
H9 0.78 2.38 2.72
H10 -3.17 -0.64 -3.96
N3 4.20 0.96 -2.99
C17 3.53 0.28 -1.81
C18 4.58 -0.57 -1.08
P1 2.15 -0.79 -2.45
O2 1.59 0.13 -3.63
O3 2.63 -2.10 -2.86
O4 1.11 -0.68 -1.29
P2 2.77 1.52 -0.70
O5 3.89 2.60 -0.62
O6 2.37 0.82 0.60
O7 1.43 1.97 -1.25
H11 4.69 0.25 -3.55
H12 4.90 1.65 -2.69
H13 3.51 1.41 -3.60
H14 4.96 -1.33 -1.76
H15 4.12 -1.08 -0.24
H16 5.40 0.05 -0.71
H17 1.43 -0.37 -4.44
H18 3.78 3.39 -0.07
C19 -2.18 0.61 2.65
C20 -0.81 0.14 2.97
N4 0.24 0.05 2.14
C21 1.32 -0.42 2.89
C22 0.91 -0.60 4.16
N5 -0.43 -0.25 4.20
C23 -1.15 0.08 5.42
N6 -0.74 1.39 5.85
N7 -0.58 2.36 4.92
N8 -0.17 3.43 5.49
C24 -0.06 3.19 6.84
C25 0.35 4.03 7.89
C26 0.36 3.49 9.15
C27 -0.01 2.15 9.38
C28 -0.41 1.31 8.37
C29 -0.42 1.87 7.09
H19 -2.31 0.73 1.57
H20 -2.38 1.56 3.14
H21 -2.92 -0.12 2.98
H22 2.29 -0.60 2.46
H23 1.44 -0.94 5.03
H24 -0.90 -0.64 6.20
H25 -2.22 0.04 5.22
H26 0.62 5.06 7.71
H27 0.66 4.10 9.99
H28 0.02 1.77 10.40
H29 -0.71 0.29 8.57

Formally, the natural (NBO) partial charges of the atoms, in units of the elementary charge, are as follows: 2.600, 0.184, -0.117, -0.114, -0.249, 0.422, -0.736, -0.235, 0.263, -0.614, 0.168, -0.192, -0.174, -0.134, -0.117, -0.032, -0.260, 0.136, -0.627, 0.221, -0.140, 0.264, 0.255, 0.225, 0.236, 0.258, 0.253, 0.255, 0.287, 0.240, 0.248, -0.680, -0.628, -0.644, 2.406, -1.012, -1.018, -1.105, 2.417, -0.979, -1.077, -1.077, 0.463, 0.459, 0.467, 0.269, 0.267, 0.243, 0.546, 0.561, -0.687, 0.516, -0.654, -0.067, -0.034, -0.318, -0.033, -0.225, -0.107, -0.211, 0.032, -0.171, -0.197, -0.147, -0.260, 0.159, 0.240, 0.277, 0.269, 0.257, 0.264, 0.250, 0.232, 0.244, 0.245, 0.243, 0.231